{
  "formula": "C26H45CuN3O4SSiTe",
  "method": "ωB97M-V/def2-TZVPD",
  "species": ["Cu", "C", "Te", "C", "H", "H", "H", "H", "H", "H", "C", "O", "H", "H", "H", "C", "C", "N", "C", "C", "C", "C", "C", "C", "C", "C", "N", "C", "N", "H", "H", "H", "H", "H", "H", "H", "H", "H", "C", "C", "C", "C", "O", "Si", "S", "O", "C", "C", "C", "C", "O", "C", "C", "C", "C", "H", "H", "H", "H", "H", "H", "H", "H", "H", "H", "H", "H", "H", "H", "H", "H", "H", "H", "H", "H", "H", "H", "H", "H", "H", "H", "H"],
  "xyz": [[-1.13802, 0.26671, 2.17521], [-4.59533, -3.01964, 4.55360], [-3.25500, -2.13235, 3.11974], [-2.50218, -4.05836, 2.56665], [-5.28892, -3.68834, 4.04627], [-5.15892, -2.21861, 5.03021], [-4.04183, -3.56760, 5.31469], [-2.09028, -4.56733, 3.43702], [-1.71975, -3.88952, 1.83000], [-3.29435, -4.65948, 2.12249], [-3.44710, 2.01242, 2.01309], [-2.83722, 0.99826, 2.71526], [-4.45005, 2.24180, 2.42403], [-3.60208, 1.78539, 0.93879], [-2.89051, 2.97477, 2.03428], [1.91861, -0.95638, 4.63438], [0.81240, -0.26463, 4.16571], [0.75141, 0.24323, 2.93246], [1.81389, 0.11612, 2.13747], [2.99084, -0.50299, 2.53714], [3.01923, -1.08119, 3.80722], [4.15899, -0.62903, 1.65499], [4.71837, 0.27952, 0.85259], [4.38008, 1.70189, 0.67908], [3.82632, 2.50270, 1.67839], [3.62363, 3.83450, 1.37669], [3.93317, 4.36090, 0.19202], [4.45501, 3.51549, -0.68573], [4.70788, 2.22616, -0.50814], [1.90530, -1.38978, 5.62493], [-0.07267, -0.13010, 4.77554], [1.69802, 0.48803, 1.12575], [3.90062, -1.62004, 4.13539], [4.61537, -1.61531, 1.65889], [5.53482, -0.03845, 0.21423], [3.57174, 2.10347, 2.64849], [3.19541, 4.50878, 2.11036], [4.71207, 3.92373, -1.65836], [1.02804, 2.70910, -0.77620], [-0.37792, 2.43427, -1.30725], [-0.38012, 2.38307, -2.83311], [-1.33786, 3.51372, -0.81867], [-0.85920, 1.21657, -0.75287], [-0.55273, -0.37181, -1.07127], [-0.73740, -1.48921, 0.63282], [-1.52935, -0.88955, -2.30199], [-2.95349, -1.02324, -2.34872], [-3.66378, -0.24161, -1.24540], [-3.26284, -2.51207, -2.21847], [-3.38705, -0.50051, -3.71473], [0.95941, -0.34470, -1.75981], [1.74874, -1.33267, -2.41348], [3.13000, -0.70357, -2.57394], [1.85196, -2.60153, -1.57151], [1.16207, -1.65285, -3.78696], [1.39725, 3.67500, -1.12985], [1.71161, 1.92552, -1.10542], [1.00017, 2.73030, 0.31616], [-0.07830, 3.35059, -3.24258], [-1.38253, 2.15179, -3.19685], [0.30545, 1.61582, -3.19206], [-1.02113, 4.49902, -1.16958], [-1.37345, 3.51472, 0.27178], [-2.34547, 3.31589, -1.18844], [-3.35791, -0.58168, -0.25530], [-4.74437, -0.37412, -1.33982], [-3.43819, 0.82364, -1.31989], [-2.90712, -2.86834, -1.25007], [-2.75361, -3.07017, -3.00751], [-4.33701, -2.69993, -2.29033], [-3.13641, 0.55742, -3.80383], [-4.46560, -0.61427, -3.84855], [-2.87325, -1.04619, -4.50879], [3.52625, -0.42043, -1.59701], [3.06589, 0.19607, -3.18961], [3.82575, -1.40132, -3.04621], [2.22685, -2.36282, -0.57489], [2.52759, -3.31668, -2.04897], [0.87343, -3.06602, -1.44675], [1.11736, -0.74792, -4.39702], [0.15224, -2.04598, -3.68671], [1.78708, -2.38805, -4.30114]],
  "lowdin_charge": [0.025, -0.498, 1.190, -0.488, -0.018, -0.021, -0.018, -0.013, -0.059, -0.011, -0.346, -0.498, 0.054, 0.047, 0.047, -0.050, -0.111, 0.000, -0.106, -0.209, -0.024, -0.040, -0.042, -0.277, -0.006, -0.133, 0.075, -0.223, 0.130, 0.102, 0.115, 0.111, 0.113, 0.115, 0.108, 0.113, 0.110, 0.106, -0.034, -0.635, -0.021, -0.028, -0.158, -0.145, 0.410, -0.164, -0.649, -0.045, -0.033, -0.035, -0.164, -0.651, -0.032, -0.049, -0.032, 0.083, 0.072, 0.084, 0.085, 0.077, 0.074, 0.082, 0.075, 0.084, 0.053, 0.091, 0.073, 0.073, 0.081, 0.082, 0.072, 0.082, 0.081, 0.061, 0.085, 0.083, 0.073, 0.082, 0.068, 0.085, 0.072, 0.082],
  "energy_ha": -4079.35414,
  "charge": -1,
  "e_above_lowest_ev": 0.426
}

***

{
  "formula": "C26H46BF4N4O12S",
  "method": "ωB97M-V/def2-TZVPD",
  "species": ["C", "C", "C", "C", "C", "C", "C", "C", "C", "O", "C", "N", "C", "N", "O", "B", "O", "O", "N", "C", "F", "N", "S", "O", "O", "C", "F", "F", "F", "C", "H", "H", "H", "H", "H", "H", "H", "H", "H", "H", "H", "H", "H", "H", "H", "H", "H", "H", "C", "O", "C", "C", "O", "C", "C", "O", "C", "H", "H", "H", "H", "H", "H", "H", "H", "H", "H", "H", "H", "H", "H", "C", "O", "C", "C", "O", "C", "C", "O", "C", "H", "H", "H", "H", "H", "H", "H", "H", "H", "H", "H", "H", "H", "H"],
  "xyz": [[1.59486, -3.35826, -3.00354], [1.31986, -1.96690, -3.49794], [1.64856, -1.66160, -4.76147], [1.43125, -0.43312, -5.23273], [0.85562, 0.50940, -4.48582], [0.61926, 1.90700, -5.02478], [0.74947, 1.99751, -6.53785], [1.72696, 2.78489, -4.42516], [0.50716, 0.22195, -3.22648], [-0.07352, 1.27584, -2.49739], [-1.30139, 1.01880, -1.90559], [-2.32115, 1.60833, -2.77738], [-3.25507, 1.06961, -3.55298], [-3.48746, -0.21100, -3.74784], [-2.74706, -1.21192, -3.17327], [-2.37776, -2.25956, -4.06222], [-1.57679, -3.20100, -3.57537], [-2.83779, -2.38000, -5.32868], [-4.00785, 1.97005, -4.18950], [-3.53330, 3.08183, -3.83632], [-3.96351, 4.20287, -4.21746], [-2.50420, 2.98500, -2.98178], [-1.69904, 4.37658, -2.37664], [-2.69095, 5.28088, -1.96784], [-0.76625, 4.11106, -1.35689], [-0.87487, 5.21575, -3.83658], [-1.40973, 6.37028, -4.00384], [0.39364, 5.27332, -3.61437], [-1.08988, 4.48013, -4.93320], [0.75817, -1.01040, -2.72755], [1.37879, -3.42895, -1.94842], [0.95488, -4.01286, -3.57526], [2.63204, -3.56426, -3.21536], [2.09638, -2.38819, -5.41006], [1.74236, -0.23298, -6.23407], [-0.36373, 2.21860, -4.68316], [0.04813, 1.37772, -7.07865], [1.75123, 1.69024, -6.79343], [0.68466, 3.04003, -6.81700], [2.67122, 2.45214, -4.82816], [1.61519, 3.81861, -4.72248], [1.73558, 2.65783, -3.35307], [-1.51889, -0.01334, -1.69802], [-1.33402, 1.54763, -0.96422], [-4.25959, -0.46930, -4.34295], [-1.15427, -2.90690, -2.75997], [-2.86353, -1.55278, -5.81509], [0.50138, -1.21800, -1.70105], [2.59704, -5.86518, 4.01548], [1.90590, -4.70451, 3.60397], [2.37627, -4.21666, 2.36691], [1.37389, -3.26554, 1.75018], [0.30413, -3.93511, 1.07812], [-0.68989, -4.51500, 1.91350], [-1.62153, -3.49241, 2.51665], [-1.03852, -2.88720, 3.63971], [-1.71109, -1.70097, 3.99380], [3.66982, -5.66851, 4.11890], [2.19763, -6.16432, 4.98177], [2.43904, -6.68296, 3.30352], [2.56033, -5.04901, 1.67662], [3.31908, -3.67987, 2.54563], [1.89303, -2.69963, 0.97196], [0.99520, -2.54735, 2.48001], [-0.24158, -5.15149, 2.67694], [-1.28038, -5.15767, 1.25702], [-2.54941, -3.98874, 2.83446], [-1.85938, -2.72928, 1.76240], [-1.63672, -0.96215, 3.18671], [-1.22822, -1.29465, 4.87317], [-2.76603, -1.89945, 4.22016], [-1.04788, 3.00104, 2.70889], [-0.08151, 2.32900, 3.48176], [1.22260, 2.87833, 3.34410], [2.10903, 2.45045, 4.50278], [1.91999, 3.24832, 5.67633], [0.75701, 3.06213, 6.48148], [0.77117, 1.82640, 7.35183], [0.38366, 0.68829, 6.62305], [0.71471, -0.50286, 7.30361], [-0.80120, 2.98696, 1.63710], [-1.99905, 2.49203, 2.85951], [-1.15312, 4.03822, 3.04664], [1.18177, 3.97354, 3.31573], [1.64191, 2.50631, 2.39748], [3.14670, 2.62616, 4.21129], [2.00148, 1.38384, 4.71175], [-0.14818, 3.10403, 5.87329], [0.74687, 3.92618, 7.14801], [0.05278, 1.96113, 8.17217], [1.77444, 1.68377, 7.76990], [1.80077, -0.58910, 7.42523], [0.36301, -1.33786, 6.70374], [0.22938, -0.54122, 8.28559]],
  "lowdin_charge": [-0.007, -0.285, -0.028, -0.018, -0.161, -0.348, -0.058, -0.034, -0.209, -0.015, -0.089, 0.118, -0.257, 0.136, 0.134, -0.797, 0.257, 0.240, 0.294, -0.426, 0.272, 0.017, 0.779, -0.182, -0.185, -0.704, 0.236, 0.207, 0.147, 0.018, 0.076, 0.086, 0.092, 0.136, 0.119, 0.102, 0.087, 0.077, 0.082, 0.097, 0.067, 0.085, 0.138, 0.142, 0.187, 0.111, 0.114, 0.141, -0.104, -0.198, -0.213, -0.178, -0.150, -0.180, -0.223, -0.190, -0.092, 0.090, 0.090, 0.090, 0.130, 0.130, 0.118, 0.123, 0.126, 0.127, 0.131, 0.122, 0.085, 0.074, 0.094, -0.115, -0.202, -0.201, -0.169, -0.133, -0.175, -0.217, -0.200, -0.104, 0.071, 0.086, 0.093, 0.130, 0.124, 0.126, 0.124, 0.122, 0.128, 0.130, 0.131, 0.092, 0.076, 0.092],
  "energy_ha": -2962.34021,
  "charge": 1
}

***

Computed HOMO energy (eV) in order:
-3.60 -10.83